Record 1
The following is a quantum chemistry calculation of a structure of composition C5H13N3, from the OMol25 dataset.

Structure (XYZ):
```
21
C5H13N3 (ωB97M-V/def2-TZVPD)
C 1.53820 2.10384 -1.01096
C 0.37749 -1.33610 -1.23288
C -0.81231 1.41079 1.55691
N -0.96797 -1.51858 1.32898
N 0.13962 1.73560 -0.98164
C -0.14941 -0.52076 -0.13817
C -0.39061 0.57199 0.43057
N -1.28815 -2.83841 1.04682
H -0.16821 -1.53740 1.95959
H -0.12309 1.32494 -1.87568
H -2.17828 -2.89343 0.56585
H -0.57948 -3.35553 0.52406
H 2.23120 1.27915 -1.25530
H 1.83118 2.50659 -0.03853
H 1.70750 2.89764 -1.75206
H 1.13535 -2.03665 -0.87119
H 0.86589 -0.77959 -2.03546
H -0.39086 -1.92394 -1.73665
H -0.20482 2.31270 1.60826
H -1.84699 1.72052 1.40439
H -0.72626 0.87664 2.50310
```

Values from the calculation:
**2S+1**: 1
**LUMO energy**: 0.0297 Ha
**Max |F|**: 7.14 eV/Å
**Calculated total energy**: -362.3661 Ha
**Relative energy (zero: lowest compared OMol25 entry of this formula, charge and spin)**: 567.6 kJ/mol
**Frontier orbital gap**: 8.1 eV

Here are the natural (NBO) charges for atoms 1 to 6, given in e: number 1, C, carries -0.4208; number 2, C, carries -0.6866; number 3, C, carries -0.6723; number 4, N, carries -0.4934; number 5, N, carries -0.7028; number 6, C, carries 0.1014

Record 2
The following is a quantum chemistry calculation of a cluster of 21 separate species, C87H224N8O29 in total, from the OMol25 dataset.

Structure (XYZ):
```
348
C87H224N8O29 (ωB97M-V/def2-TZVPD)
C 0.78979 2.47777 -0.77212
O -0.39567 1.74861 -0.92721
C -1.56417 2.38084 -0.56595
C -1.80504 2.41980 1.00555
N -2.02125 1.06637 1.58151
C -1.53811 1.00388 2.94876
C -1.54892 -0.48543 3.36991
O -0.42864 -1.20060 2.90707
C -0.39037 -2.62658 3.07414
H 0.85746 3.33030 -1.44791
H 1.55372 1.77647 -1.10780
H 0.97980 2.70857 0.27608
H -2.40214 1.84240 -1.00867
H -1.64545 3.39234 -0.96388
H -2.71772 2.92243 1.32570
H -0.95631 2.93061 1.46033
H -1.49357 0.39802 1.03841
H -2.18639 1.55063 3.63351
H -0.56182 1.47867 3.04627
H -2.39484 -1.05033 2.97824
H -1.69185 -0.57353 4.44690
H 0.54996 -3.01517 2.68314
H -1.16990 -3.15150 2.52197
H -0.63387 -2.83739 4.11547
C -3.48065 -0.96838 -4.02881
O -2.34601 -1.79768 -3.79983
C -2.05005 -2.47174 -4.98972
C -0.77127 -3.30708 -4.95779
N -1.02503 -4.66342 -4.41361
C 0.26022 -5.31037 -4.33599
C 0.11104 -6.71217 -3.88037
O 1.37390 -7.44375 -3.89915
C 1.13776 -8.81869 -3.55820
H -3.66625 -0.48579 -3.06924
H -4.34463 -1.59926 -4.23771
H -3.28270 -0.20527 -4.78153
H -1.98800 -1.76684 -5.81879
H -2.85811 -3.14800 -5.26867
H -0.00270 -2.89447 -4.30421
H -0.38045 -3.33358 -5.97497
H -1.35851 -4.54242 -3.46796
H 0.96305 -4.75482 -3.71512
H 0.67339 -5.34078 -5.34418
H -0.60919 -7.24539 -4.50088
H -0.21760 -6.73185 -2.84128
H 0.75434 -8.96866 -2.54894
H 2.08958 -9.33371 -3.68813
H 0.39490 -9.31384 -4.18358
C 4.25634 3.53171 -2.27350
O 4.46166 3.89258 -0.89915
C 5.62602 4.55198 -0.57675
C 5.65826 4.60412 0.94745
N 4.46104 5.30096 1.45961
C 4.40172 5.27179 2.88655
C 3.09468 5.82828 3.44441
O 1.92357 5.21841 2.80912
C 0.77501 5.40237 3.64666
H 4.53432 4.32652 -2.96567
H 3.25277 3.14957 -2.46032
H 4.96461 2.77699 -2.61536
H 5.73176 5.51764 -1.07114
H 6.46555 3.95746 -0.93708
H 6.56527 5.17377 1.14982
H 5.67228 3.58509 1.33407
H 3.66985 4.90391 0.97332
H 5.21440 5.82720 3.35471
H 4.37874 4.24932 3.26354
H 3.14848 6.87348 3.13987
H 2.99781 5.79196 4.52949
H 0.86737 5.34376 4.73116
H 0.00458 4.66529 3.42028
H 0.37145 6.39897 3.46769
C 2.95753 3.44303 -5.87329
O 4.15670 4.09226 -5.44711
C 4.67332 5.15900 -6.24868
C 5.89707 5.75192 -5.49389
N 6.90753 4.73306 -5.19879
C 7.78286 5.10151 -4.06725
C 8.86090 4.00489 -3.91077
O 8.25436 2.81743 -3.39647
C 9.16957 1.82617 -3.10319
H 2.09657 3.98752 -5.48550
H 2.98820 2.41707 -5.50646
H 2.79497 3.49331 -6.94993
H 3.91453 5.93129 -6.37485
H 4.88914 4.83184 -7.26577
H 5.61155 6.25284 -4.56888
H 6.37937 6.52709 -6.08938
H 6.45604 3.88451 -4.88860
H 7.14314 5.14223 -3.18566
H 8.26819 6.05736 -4.26451
H 9.53334 4.31442 -3.11069
H 9.41870 3.73104 -4.80629
H 8.73861 0.91525 -2.68773
H 9.82366 2.10962 -2.27862
H 9.74717 1.54285 -3.98309
C 7.59277 -9.15312 -1.23744
O 8.02992 -8.35455 -2.34713
C 7.26990 -8.61865 -3.57720
C 5.81695 -8.21023 -3.51939
N 5.72275 -6.81488 -3.08919
C 4.34863 -6.61501 -2.67386
C 4.02252 -5.14444 -2.35738
O 4.36198 -4.75980 -0.99367
C 3.58658 -3.65122 -0.52990
H 8.18636 -8.96235 -0.34337
H 7.63558 -10.20693 -1.51267
H 6.57412 -8.87499 -0.96709
H 7.22911 -9.68032 -3.82068
H 7.79829 -8.18104 -4.42419
H 5.37304 -8.84920 -2.75600
H 5.36974 -8.35109 -4.50339
H 6.35641 -6.82643 -2.30279
H 4.07909 -7.28127 -1.85438
H 3.60097 -6.93135 -3.40120
H 2.98064 -5.01504 -2.65036
H 4.55873 -4.45818 -3.01285
H 2.53807 -3.93219 -0.43106
H 3.53811 -2.77624 -1.17809
H 4.05323 -3.35554 0.40974
C -9.14311 6.95242 -3.77095
O -8.67872 5.60416 -3.68601
C -8.20476 5.27644 -2.37505
C -7.55484 3.87985 -2.51209
N -6.38555 3.96753 -3.41756
C -5.76144 2.62070 -3.46005
C -4.66842 2.74672 -4.51885
O -5.20040 2.80927 -5.86620
C -4.30980 3.33936 -6.81816
H -8.35194 7.63739 -3.46605
H -9.94798 7.15822 -3.06530
H -9.57306 7.13636 -4.75553
H -8.96653 5.27791 -1.59543
H -7.45920 5.96883 -1.98408
H -8.32695 3.18088 -2.83362
H -7.23622 3.45512 -1.56015
H -6.73676 4.20335 -4.33470
H -6.50451 1.90219 -3.80602
H -5.40614 2.33478 -2.47004
H -4.02875 1.86940 -4.42282
H -4.07656 3.62800 -4.27159
H -4.84558 3.38960 -7.76606
H -3.49057 2.63840 -6.97818
H -3.91703 4.31215 -6.52234
C 0.36479 1.92460 -9.66281
O -0.87596 1.81503 -9.07605
C -1.12252 0.49883 -8.55553
C -0.09320 0.01477 -7.54096
N 0.22358 1.07811 -6.50788
C -0.72174 1.06398 -5.37614
C -0.59121 2.34443 -4.53210
O -1.04066 3.48082 -5.29206
C -1.25505 4.64604 -4.48133
H 1.18762 1.54150 -9.05924
H 0.49987 2.98893 -9.85529
H 0.24474 1.51886 -10.66733
H -1.16872 -0.25605 -9.34047
H -2.12992 0.49502 -8.13932
H 0.84931 -0.20524 -8.04234
H -0.39631 -0.89879 -7.02946
H 0.23727 2.00209 -6.91553
H -0.39983 0.20881 -4.78188
H -1.70222 0.98442 -5.84565
H 0.46872 2.51187 -4.34078
H -1.22564 2.14207 -3.66917
H -2.05361 4.49423 -3.75514
H -1.49909 5.42322 -5.20558
H -0.33014 4.87658 -3.95265
C -2.02802 -7.72764 -0.36471
O -1.59338 -8.00710 0.93847
C -2.24532 -7.21876 1.90931
C -1.50205 -7.36778 3.26262
N -0.42030 -6.42040 3.33089
C 0.51068 -6.58044 4.39828
C 1.59434 -5.48670 4.39096
O 2.42656 -5.63633 3.25343
C 3.57154 -4.76481 3.31966
H -1.65961 -6.72997 -0.60353
H -3.11619 -7.67940 -0.40561
H -1.62364 -8.47401 -1.04845
H -3.26603 -7.55788 2.08607
H -2.25025 -6.15195 1.68569
H -1.17343 -8.40615 3.30630
H -2.21489 -7.19958 4.06988
H 0.08855 -6.36948 2.45992
H 1.06019 -7.51920 4.32854
H 0.03306 -6.53111 5.37683
H 2.14977 -5.49623 5.32878
H 1.05645 -4.53950 4.35127
H 3.29396 -3.71809 3.44392
H 4.25942 -4.83629 2.47716
H 4.21461 -5.00017 4.16770
C -5.54293 1.43025 0.38354
C -5.61359 0.94092 1.81634
C -5.18994 -0.50847 2.02592
O -4.70740 1.70445 2.64415
H -6.23286 0.88187 -0.25784
H -4.52691 1.29699 0.01197
H -5.71285 2.50512 0.32120
H -6.62032 1.11820 2.19471
H -5.84680 -1.21362 1.51660
H -5.18090 -0.78778 3.07949
H -4.15974 -0.65765 1.70260
H -3.84394 1.54562 2.25579
C 2.36841 1.62355 4.98817
C 2.97826 0.29782 5.33596
C 1.96329 -0.79975 5.29608
O 4.12181 -0.05801 4.57801
H 1.95148 1.60772 3.98119
H 3.14962 2.37921 4.90569
H 1.69047 1.89311 5.79800
H 3.30553 0.37641 6.37270
H 1.59127 -0.84715 4.27263
H 1.11968 -0.62008 5.96253
H 2.41701 -1.76720 5.51120
H 4.66623 0.73015 4.64129
C 1.88400 -0.93944 -2.86537
C 2.60753 -0.04875 -3.83751
C 4.11026 -0.33945 -3.59450
O 2.23878 -0.33854 -5.11840
H 2.10967 -1.99238 -3.03415
H 0.82635 -0.72002 -3.01144
H 2.19395 -0.64734 -1.86202
H 2.34468 1.00751 -3.77977
H 4.37580 -0.18009 -2.54943
H 4.54238 0.49999 -4.13922
H 4.57295 -1.23713 -4.00460
H 1.47073 0.18991 -5.34742
C -5.16778 5.25817 0.16324
C -4.28336 5.84804 -0.97671
C -2.94049 6.28431 -0.51622
O -4.04186 4.88605 -1.96459
H -5.46082 6.02088 0.88470
H -4.69716 4.43362 0.69872
H -6.08143 4.85226 -0.27102
H -4.58104 6.78717 -1.44309
H -2.21460 6.45550 -1.31113
H -2.46367 5.49357 0.06298
H -2.90420 7.13012 0.17035
H -4.85030 4.58814 -2.38799
C -0.21720 -3.29878 -0.88640
C -1.71020 -3.53879 -0.78999
C -2.45970 -2.30001 -0.27107
O -2.37901 -3.86893 -2.00847
H 0.35886 -4.05194 -1.42399
H 0.20061 -3.17633 0.11287
H -0.11554 -2.38763 -1.47596
H -1.88084 -4.30150 -0.03022
H -2.26594 -1.49858 -0.98401
H -2.14731 -2.03980 0.74027
H -3.54356 -2.41354 -0.24996
H -2.28144 -3.11459 -2.59418
C -4.66177 6.82855 4.15681
C -3.47464 5.90640 4.34414
C -2.99466 5.18491 3.13677
O -2.42606 6.67822 4.91469
H -4.44049 7.77794 3.66917
H -5.14707 7.11855 5.08874
H -5.32665 6.36391 3.42869
H -3.67462 5.06413 5.00648
H -2.79468 5.79176 2.25369
H -3.77209 4.47567 2.85271
H -2.03880 4.69452 3.32100
H -2.68429 7.02524 5.77172
C -0.74841 -5.26670 7.87163
C -0.39015 -3.84090 7.47429
C -1.29008 -2.85492 8.32107
O 0.90064 -3.58031 7.81723
H -0.60225 -5.54627 8.91498
H -0.09225 -5.95675 7.34115
H -1.80971 -5.37552 7.64826
H -0.57965 -3.70134 6.41000
H -1.07487 -2.83258 9.38937
H -2.37926 -2.84065 8.28108
H -1.08282 -1.85692 7.93490
H 1.15876 -3.87433 8.69388
C -4.13241 -2.50906 5.36600
C -4.45577 -3.54328 4.23788
C -3.51291 -4.73861 4.24080
O -5.76700 -4.02570 4.58471
H -4.88652 -1.72623 5.28480
H -3.15878 -2.08623 5.11832
H -4.19023 -2.94040 6.36536
H -4.55471 -3.14792 3.22694
H -2.58054 -4.36673 3.81597
H -3.75705 -5.54616 3.55061
H -3.42831 -5.23275 5.20867
H -6.42054 -3.34046 4.74258
C -7.39273 2.41220 5.05260
C -6.10929 2.35227 5.83863
C -5.62124 0.96748 6.19978
O -5.11661 2.92570 5.05773
H -7.25628 1.94566 4.07699
H -7.63397 3.44665 4.80803
H -8.25309 1.90810 5.49279
H -6.26445 2.93118 6.74907
H -4.61660 0.97062 6.62262
H -5.71618 0.24770 5.38675
H -6.25521 0.68797 7.04123
H -5.03508 2.54263 4.18125
C 1.17940 6.57258 -1.65000
C 1.63415 6.65003 -0.19026
C 0.77484 7.67298 0.52161
O 1.27715 5.38422 0.31693
H 0.93912 7.50995 -2.15170
H 0.31478 5.91295 -1.72350
H 1.91111 5.98632 -2.20589
H 2.70473 6.81530 -0.31135
H -0.25224 7.71420 0.15897
H 1.29429 8.61813 0.36361
H 0.75887 7.47333 1.59305
H 1.54910 5.30684 1.23435
C -0.62396 3.69174 6.80094
C -0.48851 2.56957 7.84056
C -1.08972 1.22716 7.30306
O 0.83665 2.33143 8.12676
H -1.67377 3.90963 6.60465
H -0.18612 3.45499 5.83123
H -0.15892 4.62146 7.12874
H -0.91731 2.91492 8.78128
H -0.55638 0.70640 6.50779
H -2.10111 1.33629 6.91155
H -1.06405 0.51178 8.12504
H 1.03263 1.49814 8.56128
C 2.50102 -0.40083 1.42122
C 3.95071 -0.49504 1.14077
C 4.81376 0.78550 1.14271
O 4.55136 -1.25158 2.14154
H 2.01173 -1.37480 1.42992
H 1.97454 0.20704 0.68542
H 2.39125 -0.03080 2.44060
H 4.09397 -0.98870 0.17959
H 4.65461 1.36812 2.05009
H 4.57208 1.44375 0.30821
H 5.86086 0.48290 1.15357
H 4.39065 -0.74105 2.93849
C 3.14611 -9.47547 0.67291
C 1.91984 -8.69054 1.07265
C 1.77425 -7.34209 0.27277
O 0.81809 -9.42511 0.67614
H 3.27117 -9.63610 -0.39791
H 3.22356 -10.43077 1.19203
H 4.01462 -8.92041 1.02746
H 1.92408 -8.54860 2.15336
H 0.94274 -6.73567 0.63187
H 1.62677 -7.52584 -0.79146
H 2.68756 -6.77914 0.46529
H 0.03143 -8.87494 0.68585
```

Values from the calculation:
**2S+1**: 1
**LUMO energy**: 0.0153 Ha
**Max |F|**: 4.13 eV/Å
**Calculated total energy**: -6068.6514 Ha
**Relative energy (zero: lowest compared OMol25 entry of this formula, charge and spin)**: 21.9 kJ/mol
**Frontier orbital gap**: 9.0 eV

Here are the Mulliken charges for atoms 1 to 6, given in e: number 1, C, carries -0.1356; number 2, O, carries 0.7090; number 3, C, carries -1.4020; number 4, C, carries 1.7697; number 5, N, carries 0.8169; number 6, C, carries -0.2997

Question: What is the 2S+1 in the first record?
Answer: 1

Question: Among the records above, which one has the highest frontier orbital gap?
Answer: C87H224N8O29

What did the first record say?
The following is a quantum chemistry calculation of a structure of composition C5H13N3, from the OMol25 dataset.

Structure (XYZ):
```
21
C5H13N3 (ωB97M-V/def2-TZVPD)
C 1.53820 2.10384 -1.01096
C 0.37749 -1.33610 -1.23288
C -0.81231 1.41079 1.55691
N -0.96797 -1.51858 1.32898
N 0.13962 1.73560 -0.98164
C -0.14941 -0.52076 -0.13817
C -0.39061 0.57199 0.43057
N -1.28815 -2.83841 1.04682
H -0.16821 -1.53740 1.95959
H -0.12309 1.32494 -1.87568
H -2.17828 -2.89343 0.56585
H -0.57948 -3.35553 0.52406
H 2.23120 1.27915 -1.25530
H 1.83118 2.50659 -0.03853
H 1.70750 2.89764 -1.75206
H 1.13535 -2.03665 -0.87119
H 0.86589 -0.77959 -2.03546
H -0.39086 -1.92394 -1.73665
H -0.20482 2.31270 1.60826
H -1.84699 1.72052 1.40439
H -0.72626 0.87664 2.50310
```

Values from the calculation:
**2S+1**: 1
**LUMO energy**: 0.0297 Ha
**Max |F|**: 7.14 eV/Å
**Calculated total energy**: -362.3661 Ha
**Relative energy (zero: lowest compared OMol25 entry of this formula, charge and spin)**: 567.6 kJ/mol
**Frontier orbital gap**: 8.1 eV

Here are the natural (NBO) charges for atoms 1 to 6, given in e: number 1, C, carries -0.4208; number 2, C, carries -0.6866; number 3, C, carries -0.6723; number 4, N, carries -0.4934; number 5, N, carries -0.7028; number 6, C, carries 0.1014

Question: Which of these has the highest calculated total energy?
Answer: C5H13N3